Molecular formula: BF4H26O13
Method: DFT, ωB97M-V with the def2-TZVPD basis set

Properties
molecular weight = 321.0 g/mol
E_LUMO = 0.0842 Eh
Kohn-Sham gap = 9.8 eV
multiplicity = 1
E_HOMO = -7.5 eV
relative energy (zero: lowest compared OMol25 entry of this formula, charge and spin) = 114.3 kJ/mol
charge = -1

Each line ends with the Löwdin charge.
Element x y z (Å)
B1 -0.227 -0.328 -0.001  -1.40
F1 -0.122 1.014 -0.083  0.20
F2 -0.091 -0.894 -1.187  0.22
F3 0.773 -0.750 0.866  0.14
F4 -1.497 -0.650 0.532  0.11
O1 1.064 -0.067 3.459  -0.05
H1 0.118 -0.126 3.591  0.04
H2 1.186 -0.230 2.523  0.00
O2 2.676 -1.156 -1.019  -0.04
H3 1.796 -1.199 -0.646  -0.03
H4 2.658 -0.386 -1.587  -0.01
O3 3.434 -1.150 2.671  -0.05
H5 2.701 -0.935 3.248  -0.02
H6 3.062 -1.123 1.789  0.01
O4 -3.809 -1.592 3.036  -0.05
H7 -4.425 -0.863 3.117  0.03
H8 -2.945 -1.184 3.097  0.02
O5 -2.976 1.645 1.028  -0.05
H9 -2.605 0.764 1.068  -0.01
H10 -2.331 2.155 0.537  0.02
O6 -3.774 -0.990 -0.658  -0.05
H11 -2.921 -1.327 -0.384  0.00
H12 -4.309 -1.771 -0.796  0.03
O7 -0.931 -3.576 -3.525  -0.06
H13 -0.564 -3.278 -2.693  -0.02
H14 -1.842 -3.788 -3.323  0.02
O8 -0.020 2.880 2.127  -0.03
H15 -0.842 2.429 2.319  0.03
H16 0.140 3.425 2.897  0.06
O9 2.959 2.253 0.534  -0.05
H17 2.506 3.096 0.514  0.00
H18 2.311 1.641 0.885  0.01
O10 0.449 -3.314 -1.026  -0.03
H19 0.308 -2.404 -0.768  -0.02
H20 1.341 -3.510 -0.740  0.05
O11 0.811 3.469 -0.513  -0.07
H21 0.377 3.324 0.328  -0.02
H22 0.847 2.602 -0.917  0.02
O12 -0.320 1.124 -3.586  -0.03
H23 -0.971 1.807 -3.750  0.05
H24 -0.646 0.663 -2.813  0.03
O13 2.395 0.820 -3.040  -0.04
H25 1.474 0.607 -3.195  0.00
H26 2.779 0.872 -3.916  0.05